(1)
# C40H62CaIN2P3Si

A molecular structure, C40H62CaIN2P3Si (the ωB97M-V functional and the def2-TZVPD basis, the Open Molecules 2025 dataset).

XYZ file:
```
110
C40H62CaIN2P3Si | the Open Molecules 2025 dataset | the ωB97M-V functional and the def2-TZVPD basis
Ca 0.981 0.711 -0.308
C -3.940 3.629 -1.055
C -2.850 2.926 -0.251
C -3.482 2.098 0.866
P -1.677 1.866 -1.239
C -1.323 2.900 -2.738
C -0.446 2.106 -3.705
C -0.610 4.180 -2.302
C -2.745 0.505 -1.880
C -3.660 0.740 -2.909
C -4.435 -0.284 -3.427
C -4.298 -1.567 -2.918
C -3.394 -1.810 -1.896
C -2.602 -0.796 -1.346
Si -1.233 -1.110 -0.035
C -0.788 -2.977 -0.185
C -1.645 -3.994 0.249
C -1.332 -5.336 0.108
C -0.136 -5.701 -0.491
C 0.744 -4.720 -0.914
C 0.450 -3.362 -0.748
P 1.650 -2.051 -1.237
C 3.376 -2.570 -0.769
C 3.618 -2.142 0.683
C 3.894 -3.997 -0.945
C 1.591 -2.038 -3.094
C 2.039 -3.289 -3.842
C 0.169 -1.658 -3.505
C -2.148 -0.985 1.649
C -3.478 -1.393 1.797
C -4.141 -1.326 3.011
C -3.472 -0.852 4.130
C -2.160 -0.425 4.013
C -1.493 -0.460 2.783
P 0.236 0.157 2.609
C 0.384 1.772 3.531
C -0.023 2.900 2.574
C -0.300 2.007 4.878
C 1.248 -1.086 3.557
C 1.214 -1.022 5.080
C 0.869 -2.483 3.065
H -4.523 4.272 -0.391
H -4.627 2.903 -1.492
H -3.544 4.255 -1.854
H -2.200 3.682 0.205
H -4.127 1.321 0.451
H -4.094 2.738 1.506
H -2.740 1.600 1.490
H -2.254 3.161 -3.247
H 0.520 1.862 -3.247
H -0.231 2.697 -4.598
H -0.925 1.179 -4.019
H 0.313 3.934 -1.769
H -1.228 4.798 -1.650
H -0.343 4.778 -3.177
H -3.764 1.732 -3.331
H -5.132 -0.083 -4.230
H -4.891 -2.378 -3.323
H -3.288 -2.823 -1.526
H -2.584 -3.726 0.721
H -2.020 -6.096 0.460
H 0.115 -6.746 -0.623
H 1.673 -5.021 -1.375
H 3.962 -1.906 -1.421
H 3.074 -2.798 1.366
H 3.291 -1.116 0.869
H 4.680 -2.212 0.932
H 3.445 -4.667 -0.210
H 4.974 -4.005 -0.772
H 3.718 -4.407 -1.936
H 2.266 -1.213 -3.356
H 1.450 -4.159 -3.549
H 3.093 -3.506 -3.688
H 1.891 -3.141 -4.915
H -0.529 -2.469 -3.279
H 0.123 -1.461 -4.578
H -0.195 -0.772 -2.981
H -4.015 -1.761 0.928
H -5.173 -1.645 3.088
H -3.970 -0.808 5.090
H -1.658 -0.059 4.896
H 1.471 1.835 3.677
H -1.088 2.834 2.338
H 0.543 2.875 1.640
H 0.152 3.873 3.040
H -1.380 2.099 4.751
H 0.058 2.952 5.295
H -0.105 1.228 5.611
H 2.273 -0.879 3.230
H 0.209 -1.195 5.465
H 1.576 -0.067 5.461
H 1.858 -1.805 5.489
H -0.119 -2.766 3.432
H 1.590 -3.218 3.429
H 0.839 -2.545 1.975
C 4.495 4.213 -0.943
N 3.185 3.804 -0.443
C 2.389 4.939 -0.009
C 2.594 2.601 -0.450
N 3.191 1.417 -0.694
H 5.121 4.595 -0.132
H 4.353 5.020 -1.667
H 5.003 3.409 -1.456
H 2.857 5.428 0.850
H 1.400 4.590 0.273
H 2.300 5.679 -0.812
I 5.543 0.902 -2.656
C 4.551 1.156 -0.612
H 4.761 0.149 -0.273
H 5.195 1.879 -0.117
```

## Properties
M, u: 858.94
Largest force on an atom, eV Å⁻¹: 0.661
Total charge: 0
Gap between HOMO and LUMO, eV: 6.49
LUMO energy, eV: 0.50
Energy above the lowest of the compared OMol25 structures with the same formula, charge and spin, eV: 0.2226

(2)
# C40H62F2N4O8

3 unconnected molecules or ions with the total composition C40H62F2N4O8 at a distorted geometry (the ωB97M-V functional and the def2-TZVPD basis, the Open Molecules 2025 dataset).

XYZ file:
```
116
C40H62F2N4O8 | the Open Molecules 2025 dataset | the ωB97M-V functional and the def2-TZVPD basis
C 0.470 -3.831 -0.369
C -0.391 -4.271 -1.562
C -1.884 -3.869 -1.495
F -2.293 -3.614 -2.811
C -2.202 -2.613 -0.705
C -3.107 -2.727 0.326
F -3.644 -3.920 0.591
C -3.524 -1.685 1.106
O -4.486 -1.910 2.112
C -3.962 -1.723 3.288
N -3.484 -1.591 4.338
C -3.019 -0.442 0.875
C -2.101 -0.309 -0.161
C -1.681 -1.347 -0.961
C -0.716 -1.089 -2.093
C -1.426 -0.509 -3.377
C -1.138 0.998 -3.545
C -1.171 1.487 -5.014
C -1.979 2.795 -5.146
C -1.464 3.938 -4.249
C -0.490 4.893 -4.957
C -0.083 5.994 -3.940
O 1.281 6.415 -4.135
C 2.154 5.720 -3.358
C 3.313 5.055 -4.094
O 2.079 5.626 -2.160
C -1.726 1.158 -0.149
O -0.798 1.729 -0.665
N -2.678 1.829 0.690
O -3.561 2.664 -0.013
C -3.310 0.896 1.541
O -3.930 1.079 2.550
H 0.322 -4.504 0.479
H 1.517 -3.973 -0.664
H 0.369 -2.781 -0.100
H -0.358 -5.363 -1.636
H -0.013 -3.913 -2.521
H -2.472 -4.694 -1.093
H 0.025 -0.373 -1.725
H -0.168 -1.969 -2.415
H -2.501 -0.644 -3.216
H -1.124 -1.090 -4.250
H -1.924 1.548 -3.016
H -0.187 1.271 -3.086
H -0.166 1.652 -5.420
H -1.624 0.709 -5.640
H -3.010 2.569 -4.849
H -1.971 3.112 -6.194
H -2.339 4.535 -3.955
H -0.983 3.598 -3.326
H -0.937 5.407 -5.809
H 0.444 4.384 -5.219
H -0.692 6.890 -4.085
H -0.248 5.659 -2.913
H 3.558 5.632 -4.991
H 4.193 5.101 -3.451
H 3.072 4.022 -4.352
H -3.047 3.468 -0.168
C 6.900 2.203 -4.589
C 6.094 0.965 -4.136
C 7.028 -0.180 -3.719
C 7.630 -0.958 -4.884
C 6.527 -1.429 -5.827
C 5.652 -0.276 -6.326
N 5.130 0.565 -5.205
O 4.143 -0.073 -4.646
C 6.476 0.566 -7.323
C 4.510 -0.844 -7.172
C 5.388 1.450 -2.868
H 7.222 2.184 -5.625
H 6.306 3.111 -4.475
H 7.799 2.319 -3.983
H 6.472 -0.888 -3.096
H 7.828 0.209 -3.086
H 8.367 -0.345 -5.411
H 8.175 -1.823 -4.500
H 6.971 -1.950 -6.678
H 5.909 -2.168 -5.306
H 5.950 1.484 -7.591
H 6.638 0.004 -8.244
H 7.471 0.821 -6.965
H 3.907 -1.567 -6.625
H 4.910 -1.361 -8.043
H 3.853 -0.048 -7.527
H 4.648 2.219 -3.096
H 6.112 1.882 -2.176
H 4.886 0.645 -2.334
C -2.524 -1.321 7.924
C -3.229 -2.506 8.618
C -4.598 -2.780 7.981
C -5.701 -1.824 8.422
C -5.774 -1.773 9.945
C -4.434 -1.402 10.583
N -3.314 -2.262 10.090
O -3.394 -3.413 10.690
C -4.159 0.091 10.307
C -4.565 -1.482 12.105
C -2.333 -3.698 8.273
H -2.809 -0.340 8.290
H -1.442 -1.385 8.053
H -2.728 -1.326 6.853
H -4.916 -3.797 8.236
H -4.508 -2.759 6.893
H -5.533 -0.830 7.999
H -6.658 -2.166 8.021
H -6.540 -1.056 10.251
H -6.106 -2.749 10.315
H -3.147 0.367 10.609
H -4.849 0.711 10.879
H -4.307 0.380 9.269
H -4.885 -2.466 12.445
H -5.311 -0.769 12.456
H -3.618 -1.243 12.593
H -1.357 -3.614 8.753
H -2.175 -3.736 7.194
H -2.775 -4.650 8.567
```

## Properties
M, u: 764.95
Largest force on an atom, eV Å⁻¹: 2.678
Total charge: 0
Gap between HOMO and LUMO (spin up / spin down), eV: 7.28 / 8.07
LUMO energy (spin up / spin down), eV: -0.94 / -0.94
Multiplicity: 3

(3)
# C40H62FeN3PS2SbSi4

A molecular structure, C40H62FeN3PS2SbSi4 (the ωB97M-V functional and the def2-TZVPD basis, the Open Molecules 2025 dataset).

XYZ file:
```
114
C40H62FeN3PS2SbSi4 | the Open Molecules 2025 dataset | the ωB97M-V functional and the def2-TZVPD basis
Fe -0.140 -0.211 0.105
C -0.373 1.723 0.687
Si -2.082 1.692 1.395
C -2.961 0.564 0.158
N -2.312 -0.772 0.084
C -2.637 -1.469 -1.193
C -3.987 -2.166 -1.161
C -3.900 -3.373 -0.215
C -2.894 -3.076 0.909
C -2.875 -1.589 1.213
C -3.070 3.299 1.384
C -3.998 3.611 0.387
C -4.701 4.808 0.401
C -4.485 5.726 1.418
C -3.571 5.437 2.422
C -2.877 4.236 2.404
C -2.083 1.118 3.178
C -0.930 1.183 3.962
C -0.944 0.803 5.298
C -2.120 0.352 5.876
C -3.284 0.298 5.119
C -3.263 0.685 3.789
H 0.352 2.081 1.418
H -0.354 2.416 -0.159
H -2.791 1.073 -0.796
H -4.047 0.478 0.290
H -1.859 -2.212 -1.368
H -2.573 -0.739 -1.991
H -4.263 -2.475 -2.172
H -4.761 -1.465 -0.833
H -3.582 -4.257 -0.771
H -4.884 -3.598 0.202
H -1.895 -3.411 0.632
H -3.156 -3.610 1.822
H -2.325 -1.374 2.121
H -3.910 -1.259 1.372
H -4.189 2.908 -0.417
H -5.420 5.023 -0.380
H -5.032 6.660 1.433
H -3.405 6.145 3.225
H -2.181 4.017 3.207
H 0.004 1.510 3.520
H -0.033 0.842 5.881
H -2.130 0.040 6.912
H -4.206 -0.050 5.568
H -4.184 0.644 3.215
S 0.553 -2.388 -0.435
C 0.641 -2.630 1.285
S 0.150 -1.236 2.157
C 1.075 -3.800 1.860
C 1.164 -3.924 3.278
N 1.228 -4.011 4.424
C 1.510 -4.884 1.044
N 1.852 -5.751 0.366
C 0.780 3.353 -5.021
Si 1.237 2.718 -3.318
C 3.076 2.348 -3.396
C 0.953 4.120 -2.105
Sb -0.224 0.679 -2.620
Si -2.406 1.692 -3.677
C -3.974 0.697 -3.364
C -2.382 1.870 -5.550
C -2.625 3.399 -2.923
Si 0.335 -1.102 -4.408
C 0.801 -0.316 -6.046
C -1.192 -2.170 -4.586
C 1.770 -2.184 -3.900
H 1.560 4.056 -5.326
H -0.163 3.898 -5.015
H 0.720 2.568 -5.775
H 3.549 3.225 -3.848
H 3.309 1.488 -4.029
H 3.538 2.189 -2.422
H 1.550 4.980 -2.423
H 1.240 3.876 -1.084
H -0.091 4.433 -2.084
H -3.906 -0.341 -3.693
H -4.756 1.176 -3.961
H -4.304 0.703 -2.326
H -1.964 1.020 -6.085
H -1.858 2.766 -5.874
H -3.424 1.967 -5.867
H -2.346 3.452 -1.869
H -3.673 3.703 -2.999
H -2.031 4.135 -3.468
H 0.066 0.394 -6.417
H 0.914 -1.106 -6.794
H 1.761 0.200 -5.966
H -2.092 -1.594 -4.810
H -1.366 -2.742 -3.672
H -1.036 -2.883 -5.400
H 2.698 -1.625 -3.779
H 1.926 -2.915 -4.700
H 1.568 -2.734 -2.979
C 2.803 1.788 0.446
P 2.185 0.088 0.196
C 3.091 -0.356 -1.322
C 3.129 -0.825 1.461
C 3.626 -2.100 1.212
C 4.302 -2.798 2.205
C 4.489 -2.230 3.453
C 3.993 -0.958 3.712
C 3.313 -0.265 2.726
H 3.894 1.789 0.417
H 2.472 2.199 1.396
H 2.412 2.423 -0.346
H 4.141 -0.078 -1.221
H 2.660 0.162 -2.177
H 3.008 -1.424 -1.499
H 3.461 -2.580 0.257
H 4.665 -3.797 2.000
H 5.004 -2.779 4.229
H 4.120 -0.513 4.690
H 2.899 0.708 2.959
```

## Properties
M, u: 970.01
Largest force on an atom, eV Å⁻¹: 0.602
Total charge: 0
Gap between HOMO and LUMO (spin up / spin down), eV: 7.25 / 7.74
LUMO energy (spin up / spin down), eV: -0.21 / 0.30
Multiplicity: 2
Energy above the lowest of the compared OMol25 structures with the same formula, charge and spin, eV: 0.0000

(4)
# C40H62N8O14

9 unconnected molecules or ions with the total composition C40H62N8O14 at a distorted geometry (the ωB97M-V functional and the def2-TZVPD basis, the Open Molecules 2025 dataset).

XYZ file:
```
124
C40H62N8O14 | the Open Molecules 2025 dataset | the ωB97M-V functional and the def2-TZVPD basis
C 5.515 40.039 53.801
C 6.959 39.752 53.088
C 7.434 41.000 52.290
C 8.109 41.966 53.290
C 9.202 41.404 54.133
C 8.704 40.258 55.027
N 7.941 39.224 54.149
O 7.794 38.152 54.689
C 7.955 40.791 56.316
C 9.956 39.488 55.517
C 6.685 38.647 52.022
H 5.105 39.137 54.297
H 4.623 40.156 53.131
H 5.724 40.832 54.709
H 6.607 41.367 51.855
H 8.142 40.626 51.384
H 7.347 42.652 53.895
H 8.428 42.915 52.572
H 9.567 42.179 54.756
H 10.043 41.045 53.438
H 7.012 41.318 56.042
H 8.537 41.212 57.089
H 7.144 40.047 56.937
H 9.574 38.773 56.209
H 10.771 40.140 56.035
H 10.528 39.040 54.578
H 7.512 38.416 51.168
H 5.825 38.888 51.386
H 6.487 37.688 52.524
C 11.348 38.772 51.548
O 10.084 38.647 51.549
O 12.020 37.702 51.081
O 12.049 39.667 52.078
H 11.254 37.099 51.084
C 12.518 35.563 48.763
C 12.985 34.297 47.964
C 12.034 33.570 46.858
C 10.647 34.185 46.686
C 10.147 35.258 47.659
C 11.164 35.838 48.696
N 9.723 33.681 45.610
O 8.582 34.308 45.538
O 10.088 32.820 44.805
H 13.360 36.215 49.362
H 13.768 33.936 48.012
H 12.420 32.898 46.250
H 9.183 35.571 47.653
H 10.750 36.824 49.330
C 13.124 44.394 51.290
C 12.729 42.883 51.070
C 11.210 42.601 50.549
C 10.336 43.834 50.196
C 10.722 45.255 50.618
C 12.240 45.536 51.203
N 8.976 43.630 49.572
O 8.336 44.684 49.446
O 8.814 42.510 49.089
H 14.152 44.709 51.637
H 13.438 42.104 51.360
H 10.888 41.719 50.215
H 10.021 45.991 50.292
H 12.512 46.387 51.366
C 13.189 41.267 55.377
C 12.988 41.728 56.834
C 14.126 41.782 57.684
C 15.645 41.305 57.159
C 15.577 40.706 55.748
C 14.334 40.834 54.853
N 16.769 41.371 57.957
O 17.749 40.643 57.713
O 16.930 42.341 58.675
H 12.394 41.184 54.582
H 11.985 42.225 57.152
H 14.338 42.095 58.626
H 16.458 40.088 55.408
H 14.619 40.385 53.884
C 9.077 38.781 48.443
O 8.205 37.736 48.445
N 9.554 39.147 47.234
C 10.452 40.280 47.198
C 9.357 38.408 46.088
H 9.563 39.160 49.417
H 10.592 40.902 46.503
H 11.372 39.923 47.615
H 10.175 41.012 47.948
H 8.995 38.994 45.136
H 8.655 37.631 46.064
H 10.270 38.068 45.707
C 7.478 34.104 53.316
O 7.351 33.406 54.372
N 8.412 34.989 53.310
C 8.671 35.893 52.231
C 9.364 35.100 54.440
H 6.693 33.975 52.494
H 8.558 36.960 52.688
H 8.098 35.767 51.498
H 9.616 35.736 51.703
H 8.737 35.521 55.280
H 10.355 35.903 54.246
H 9.816 34.083 54.637
C 15.367 37.875 53.283
O 16.454 38.466 53.415
N 15.161 36.546 53.397
C 13.913 35.924 52.989
C 16.268 35.723 53.905
H 14.445 38.360 52.824
H 14.011 34.937 53.378
H 13.906 35.884 51.817
H 13.035 36.407 53.437
H 16.626 35.328 53.034
H 16.024 34.993 54.692
H 17.095 36.294 54.078
C 15.540 40.959 47.818
O 16.514 41.420 47.261
N 15.486 40.410 48.931
C 14.271 39.810 49.463
C 16.757 40.137 49.814
H 14.674 40.890 47.234
H 13.724 40.471 49.146
H 14.335 39.835 50.623
H 13.962 38.849 49.042
H 17.256 41.103 50.054
H 17.292 39.440 49.204
H 16.640 39.901 50.864
```

## Properties
M, u: 878.98
Largest force on an atom, eV Å⁻¹: 19.829
Total charge: 0
Gap between HOMO and LUMO, eV: 4.96
LUMO energy, eV: -4.16
Energy above the lowest of the compared OMol25 structures with the same formula, charge and spin, eV: 5.8595